The following is a quantum chemistry calculation of a 5-piece molecular cluster, C36H65Br2NO13S2 overall in a non-equilibrium geometry, from OMol25.

SMILES: C#CC[C@@]1(/C(Br)=C(/C)Br)OC(=O)O[C@@]1(CCCSC(=S)N1CCOCC1)C[C@H]1CO1.COCCOC.COCCOC.COCCOC.COCCOC
DFT total energy: -228231.2964 eV
Kohn-Sham gap: 8.07 eV
LUMO: -0.74 eV
energy above the lowest of the compared OMol25 structures with the same formula, charge and spin: 463.40 kJ/mol

Last column: Mulliken charge in e.
Geometry (Å):
C  -1.6851  5.7336  -3.0290  0.142
C  -2.0293  4.5606  -2.9067  -0.858
C  -2.8765  3.2197  -2.9344  -0.083
C  -4.2392  3.4035  -3.7841  1.734
C  -4.2625  4.5846  -4.8372  -0.303
Br  -5.5971  6.0625  -4.8355  -0.103
C  -3.3347  4.6748  -5.8731  0.243
C  -3.3871  5.8452  -6.9610  -1.208
Br  -1.8592  3.3948  -6.1258  -0.132
O  -4.4464  2.2396  -4.6640  -0.397
C  -5.8483  2.4100  -4.9772  0.379
O  -6.3559  2.0209  -5.9926  -0.530
O  -6.5018  3.0817  -3.8905  -0.485
C  -5.4661  3.1245  -2.8387  1.385
C  -6.0302  4.2249  -1.8544  -1.996
C  -5.0309  4.7535  -0.7332  0.265
C  -5.0888  3.9545  0.6547  -0.988
S  -3.5426  2.9916  1.0110  -0.024
C  -3.9448  1.6118  2.1650  -0.141
S  -4.9207  1.9108  3.4918  -0.155
N  -3.4457  0.2526  2.0143  -0.116
C  -2.1916  0.1894  1.2129  -0.095
C  -1.7196  -1.3273  1.0403  -0.706
O  -2.7134  -2.1493  0.3742  -0.483
C  -3.9231  -2.1288  1.1718  -0.740
C  -4.4474  -0.6248  1.3337  0.124
C  -5.4792  1.7153  -2.0990  -0.505
C  -7.0395  1.0692  -2.2487  0.362
C  -7.4372  -0.0249  -1.0348  -0.892
O  -7.9878  1.4865  -1.2022  -0.326
H  -1.5680  6.8159  -3.3169  0.254
H  -3.0925  2.9675  -1.8424  -0.387
H  -2.1894  2.4529  -3.4193  0.709
H  -3.5036  6.8655  -6.4968  0.381
H  -4.1569  5.5947  -7.7504  0.280
H  -2.3817  5.8614  -7.5050  0.372
H  -6.4759  5.1359  -2.3577  0.412
H  -6.9043  3.7371  -1.2973  0.350
H  -5.3686  5.8161  -0.4817  0.254
H  -3.9492  4.8420  -1.0469  -0.119
H  -5.2569  4.7047  1.4926  0.517
H  -5.9507  3.2226  0.6698  0.471
H  -2.3841  0.5964  0.1614  -0.002
H  -1.4190  0.8196  1.7705  0.443
H  -1.4807  -1.8237  2.0402  0.315
H  -0.7720  -1.3541  0.4148  0.312
H  -4.6891  -2.7737  0.6240  0.406
H  -3.7051  -2.6344  2.1625  0.273
H  -4.5216  -0.2246  0.2610  -0.184
H  -5.4515  -0.6488  1.8489  0.565
H  -4.7918  0.9347  -2.5356  0.388
H  -5.3960  1.7972  -0.9777  -0.418
H  -7.4282  0.8372  -3.3337  0.327
H  -7.6518  0.1680  0.0524  0.443
H  -6.2877  -0.0823  -0.8269  0.217
C  1.5108  -4.7397  3.0755  -0.876
O  1.3020  -6.1145  2.7910  -0.320
C  0.2691  -6.6845  3.5909  -0.491
C  -1.0312  -6.8141  2.8089  -0.625
O  -1.5719  -5.5364  2.4866  -0.310
C  -1.3143  -5.1625  1.1394  -0.359
H  2.1381  -4.3199  2.2872  0.255
H  0.5715  -4.1819  3.1051  0.516
H  2.0323  -4.6355  4.0327  0.252
H  0.1180  -6.1022  4.5059  0.346
H  0.6055  -7.6847  3.8807  0.382
H  -1.7682  -7.3232  3.4379  0.390
H  -0.8867  -7.4167  1.9062  0.333
H  -1.9649  -5.7309  0.4673  0.330
H  -0.2685  -5.3183  0.8646  0.332
H  -1.5418  -4.1008  1.0316  -0.108
C  -2.9258  9.3389  -2.2608  -0.978
O  -3.0890  8.2085  -1.4174  -0.091
C  -2.1975  8.2280  -0.3052  -0.575
C  -2.9040  8.6826  0.9648  -0.530
O  -3.3030  10.0472  0.8767  -0.394
C  -4.6854  10.1891  0.5838  -0.687
H  -3.7742  9.3769  -2.9460  0.225
H  -2.8970  10.2714  -1.6924  0.372
H  -2.0056  9.2360  -2.8465  0.390
H  -1.3263  8.8577  -0.5145  0.399
H  -1.8440  7.2019  -0.1620  0.378
H  -2.2019  8.6088  1.8010  0.387
H  -3.7611  8.0382  1.1880  0.267
H  -5.2787  9.9574  1.4740  0.330
H  -4.9949  9.5495  -0.2460  0.263
H  -4.8677  11.2273  0.3019  0.254
C  5.4313  -5.3392  5.3913  -0.707
O  5.4363  -6.5320  4.6222  -0.419
C  4.9787  -6.3211  3.2886  -0.139
C  6.1413  -6.2478  2.3079  -0.608
O  6.9416  -5.0910  2.5366  -0.370
C  8.1352  -5.3905  3.2465  -0.688
H  5.9971  -5.5221  6.3060  0.262
H  5.8960  -4.5071  4.8566  0.307
H  4.4033  -5.0758  5.6610  0.302
H  4.3582  -5.4214  3.2271  0.139
H  4.3525  -7.1792  3.0270  0.350
H  5.7383  -6.1614  1.2940  0.372
H  6.7483  -7.1582  2.3518  0.333
H  8.8462  -5.8885  2.5803  0.206
H  7.9446  -6.0163  4.1212  0.381
H  8.5735  -4.4510  3.5876  0.272
C  13.3230  -4.0434  -0.6258  -0.716
O  13.0322  -5.2119  -1.3782  -0.372
C  13.1899  -6.4040  -0.6140  -0.506
C  11.8457  -6.9463  -0.1468  -0.539
O  11.2296  -6.0685  0.7910  -0.351
C  10.2075  -5.2773  0.2016  -0.823
H  12.9670  -3.1794  -1.1888  0.248
H  12.8270  -4.0512  0.3478  0.300
H  14.4049  -3.9508  -0.4875  0.327
H  13.8601  -6.2368  0.2357  0.327
H  13.6576  -7.1440  -1.2706  0.371
H  12.0123  -7.8975  0.3683  0.378
H  11.1834  -7.1368  -0.9977  0.354
H  9.3196  -5.8930  0.0251  0.320
H  10.5340  -4.8185  -0.7342  0.451
H  9.9480  -4.4808  0.9006  0.236

Atomic forces in eV per Å
-0.853 -0.853 -0.409
-1.288 0.684 -0.448
1.719 1.543 -0.155
0.960 -0.723 0.810
1.841 0.536 -1.129
0.985 -1.335 0.329
-1.671 1.065 0.755
1.460 -1.061 -0.081
-1.281 0.995 0.161
-2.381 1.029 0.013
-0.024 -0.408 -0.074
0.742 0.757 2.065
1.934 -1.923 -1.998
-1.702 1.596 0.198
0.036 0.054 1.067
0.066 0.282 0.680
-1.196 0.381 0.646
0.212 -0.977 -0.340
-1.436 -0.163 1.717
0.804 -0.171 -1.728
0.149 1.023 -1.245
0.358 -0.491 -0.219
0.413 0.133 0.300
-0.103 1.149 0.971
-0.120 0.176 0.023
-0.072 -1.019 -0.933
-2.248 -0.980 -0.190
-2.050 0.263 1.202
2.053 1.341 -0.195
4.238 -0.100 -3.026
0.138 -1.948 0.800
0.160 0.026 -1.589
-1.225 0.732 0.718
-0.242 -1.283 -0.448
0.606 0.494 1.101
-1.340 -0.131 0.780
0.816 -1.363 0.113
1.113 0.542 -0.880
0.547 -1.421 -0.381
-1.221 0.012 0.018
0.272 -1.124 -0.958
0.899 0.832 0.029
0.401 -0.339 1.192
-0.816 -0.968 -0.974
-0.305 0.845 -0.992
-1.269 0.050 0.641
0.957 1.089 0.649
-0.308 0.744 -0.834
-0.342 -0.583 1.241
1.219 0.344 -0.451
-0.560 1.004 0.525
0.382 0.091 -1.310
0.533 0.419 2.512
-0.976 -1.740 -0.754
-0.952 0.970 0.512
0.108 -0.110 -0.077
-0.208 0.248 0.132
0.101 -0.294 -0.413
-0.127 0.309 0.428
0.292 -0.147 -0.184
-0.110 0.185 0.086
0.002 -0.111 0.026
-0.010 -0.038 0.035
-0.040 0.126 0.044
-0.056 0.029 -0.081
-0.029 0.000 0.030
0.033 -0.042 0.002
0.085 0.063 0.024
0.079 0.010 -0.106
-0.003 -0.105 0.020
-0.096 -0.164 0.035
-0.151 -0.161 -0.040
0.115 0.334 0.061
-0.389 -0.356 0.104
0.416 0.360 -0.079
-0.225 -0.271 -0.181
0.084 0.173 0.076
0.042 -0.108 0.043
0.063 -0.030 0.007
0.054 0.147 -0.024
-0.081 0.050 0.048
0.032 -0.002 0.010
-0.006 -0.053 -0.008
0.011 0.005 -0.097
-0.103 -0.041 -0.062
0.016 -0.057 0.029
0.089 -0.038 0.087
0.013 -0.168 0.059
0.025 0.355 -0.102
0.275 -0.484 0.035
-0.264 0.456 -0.033
0.054 -0.257 0.197
0.033 0.128 -0.092
-0.062 -0.082 -0.060
-0.038 -0.013 -0.031
0.004 0.121 0.018
0.098 -0.002 -0.022
-0.041 0.056 -0.040
-0.024 -0.044 0.005
-0.033 0.030 0.095
0.073 -0.081 0.136
-0.035 -0.043 -0.039
-0.068 -0.003 -0.111
0.004 0.015 -0.162
-0.015 0.022 0.364
-0.287 -0.044 -0.433
0.287 0.070 0.439
-0.030 0.082 -0.339
-0.004 0.025 0.168
0.035 -0.108 -0.051
0.026 -0.043 -0.003
0.002 0.063 0.101
-0.103 0.013 0.021
0.003 -0.031 0.036
0.014 -0.017 -0.040
0.063 0.087 -0.014
-0.063 0.084 -0.101
0.015 -0.075 -0.029
0.025 -0.119 0.026